Below is the molecule C7H10N2O2S, with properties calculated with ωB97M-V/def2-TZVPD.

Each line ends with the Mulliken charge.
Cartesian coordinates (Å):
1 O 2.24389 -0.71583 0.07319  -0.52
2 C 1.44562 -1.16856 -0.69334  0.52
3 O 1.24864 -2.48392 -0.82541  -0.49
4 H 0.52843 -2.66672 -1.45716  0.39
5 C 0.58066 -0.29634 -1.59081  -0.46
6 H 1.00825 -0.28004 -2.59493  0.40
7 H 0.52893 0.72492 -1.20599  0.18
8 S -1.09582 -0.98256 -1.78515  -0.17
9 C -1.70703 -0.90293 -0.06536  -0.56
10 H -0.98898 -1.40862 0.58122  0.36
11 C -1.97978 0.52018 0.43006  -0.79
12 N -0.82787 1.12998 1.03069  0.75
13 C -0.33016 0.90711 2.26543  -0.18
14 C 0.79327 1.68710 2.39081  -0.65
15 C 0.89889 2.35031 1.16168  -0.22
16 N -0.08427 2.00437 0.35421  -1.03
17 H 1.64063 3.05262 0.83910  0.46
18 H 1.44580 1.76609 3.23463  0.40
19 H -0.80376 0.23092 2.94873  0.43
20 H -2.29166 1.15350 -0.40459  0.32
21 H -2.78559 0.48835 1.17079  0.45
22 H -2.63237 -1.47690 -0.09127  0.41

**ΔE to the lowest compared entry with this formula, charge and spin**: 15.0 kcal per mole
**Charge**: 0
**LUMO**: 0.5 eV